2 unconnected molecules or ions with the total composition C7H16O in a non-equilibrium geometry. Source: the OMol25 dataset; level of theory: ωB97M-V/def2-TZVPD.

E_HOMO	-8.46	eV
E_LUMO	0.747	eV
SMILES string	CCC(C)=C(C)C.O
E_tot	-351.5185	Ha
ΔE to the lowest compared entry with this formula, charge and spin	22.3	kcal per mole
multiplicity	1
HOMO-LUMO gap	9.211	eV

XYZ file:
```
24
Properties=species:S:1:pos:R:3:forces:R:3:lowdin_charge:R:1
C 1.652 2.886 -0.702 0.6047 0.4202 0.3903 -0.325
C 0.784 2.029 -1.228 -0.5589 0.9781 -0.1072 -0.316
C 1.627 4.388 -0.953 -0.6862 -0.3158 -0.1602 -0.060
C 2.856 2.491 0.111 0.4037 -0.1819 -0.2941 -0.071
C -0.415 2.579 -1.983 -0.0084 -0.1958 -0.0106 -0.066
C 0.000 0.000 0.000 0.4746 0.4068 -0.1098 -0.081
C 0.905 0.544 -1.143 0.3374 -0.1124 -0.1131 -0.224
H 1.163 4.890 -0.088 0.1919 0.0497 -0.3025 0.089
H 1.024 4.606 -1.851 0.3009 0.1596 0.4448 0.065
H 2.638 4.803 -1.100 -0.3403 -0.2588 0.1266 0.081
H 3.054 3.225 0.910 -0.0562 -0.2735 -0.3126 0.083
H 3.673 2.547 -0.628 0.2732 -0.0856 0.5912 0.091
H 2.851 1.481 0.553 -0.1295 0.4614 -0.2276 0.071
H -0.078 3.092 -2.900 -0.3356 -0.1691 0.2152 0.085
H -0.968 3.301 -1.359 0.0917 -0.2647 -0.4017 0.089
H -1.100 1.763 -2.269 0.2226 0.3780 0.0654 0.062
H -0.033 -1.089 0.171 0.1935 0.4076 -0.3670 0.069
H -1.034 0.373 -0.089 0.3960 -0.1196 0.0115 0.070
H 0.473 0.479 0.873 -0.5804 -0.3507 0.0775 0.074
H 1.971 0.333 -0.932 -0.6316 -0.3566 -0.1369 0.098
H 0.699 0.230 -2.184 -0.1276 -0.5837 0.6280 0.115
O -3.904 2.514 -2.699 0.0989 -0.9863 0.7098 -0.089
H -4.181 2.412 -1.761 0.3169 0.0685 -1.0086 0.049
H -3.500 1.648 -2.934 -0.4513 0.9246 0.2914 0.041
```
Positions in Å, forces in eV/Å.